(1)
# C34H49AuN5O4P2Si2Te

A structure of composition C34H49AuN5O4P2Si2Te (the ωB97M-V functional and the def2-TZVPD basis, the OMol25 dataset).

Last column: Mulliken charge in e.
Atoms and positions in Å:
Au  0.244  0.525  0.097  1.761
O  -0.316  0.624  2.107  -1.292
P  -1.064  -0.383  3.052  1.683
C  -0.785  -2.095  2.541  -1.769
P  -1.130  -2.465  0.781  0.664
O  -1.421  -1.163  0.043  0.516
C  -2.513  -3.583  0.696  0.484
C  -3.524  -3.358  -0.235  -0.341
C  -4.581  -4.251  -0.324  -0.789
C  -4.627  -5.361  0.509  -0.542
C  -3.611  -5.595  1.429  -0.862
C  -2.550  -4.710  1.521  -0.580
C  0.335  -3.253  0.121  1.068
C  1.186  -4.045  0.892  -0.249
C  2.261  -4.689  0.295  -0.809
C  2.482  -4.551  -1.068  -0.592
C  1.630  -3.772  -1.843  -0.870
C  0.555  -3.126  -1.252  -0.677
C  -2.807  -0.028  3.072  0.497
C  -3.764  -0.879  2.528  -0.470
C  -5.099  -0.497  2.511  -0.677
C  -5.479  0.727  3.042  -0.773
C  -4.527  1.573  3.607  -0.906
C  -3.196  1.197  3.626  -0.373
C  -0.401  -0.174  4.682  0.250
C  -1.228  -0.343  5.796  -0.542
C  -0.689  -0.248  7.068  -0.805
C  0.664  0.019  7.230  -0.552
C  1.488  0.190  6.123  -0.777
C  0.962  0.092  4.847  -0.377
H  -1.375  -2.743  3.195  0.909
H  0.266  -2.277  2.770  0.785
H  -3.482  -2.494  -0.884  0.333
H  -5.367  -4.087  -1.049  0.487
H  -5.456  -6.053  0.439  0.446
H  -3.644  -6.468  2.065  0.460
H  -1.754  -4.911  2.230  0.390
H  1.026  -4.170  1.956  0.362
H  2.919  -5.305  0.893  0.477
H  3.313  -5.067  -1.532  0.474
H  1.789  -3.694  -2.911  0.512
H  -0.131  -2.545  -1.859  0.528
H  -3.494  -1.844  2.119  0.021
H  -5.842  -1.167  2.099  0.525
H  -6.521  1.017  3.036  0.478
H  -4.833  2.510  4.055  0.540
H  -2.459  1.842  4.093  0.714
H  -2.284  -0.550  5.676  0.435
H  -1.325  -0.380  7.933  0.459
H  1.080  0.096  8.225  0.438
H  2.540  0.400  6.259  0.462
H  1.602  0.226  3.987  0.247
N  1.016  1.104  -1.809  -0.425
N  2.319  0.616  -2.015  -0.479
C  2.938  -0.190  -1.107  0.829
N  4.131  -0.640  -1.431  -0.357
N  2.232  -0.429  0.000  -0.523
N  2.754  -1.231  1.013  0.889
O  2.033  -1.322  1.976  -0.469
O  3.766  -1.864  0.830  -0.738
H  0.407  0.744  -2.544  0.412
H  1.023  2.123  -1.862  0.377
H  2.754  0.842  -2.897  0.202
H  4.577  -0.377  -2.296  0.177
H  4.614  -1.249  -0.784  0.202
C  -5.172  2.721  -1.090  -0.915
Si  -3.911  2.025  -2.276  -0.070
C  -3.833  0.167  -2.153  -0.582
C  -4.127  2.633  -4.014  -1.062
C  -2.172  2.640  -1.687  -0.619
Te  -1.802  2.119  0.331  0.213
C  -0.585  3.744  0.835  -0.700
Si  -1.571  5.296  1.496  -0.030
C  -2.125  4.872  3.222  -0.697
C  -0.364  6.701  1.417  -1.053
C  -3.035  5.519  0.362  -0.758
H  -6.159  2.336  -1.359  0.448
H  -5.232  3.809  -1.144  0.374
H  -5.005  2.431  -0.047  0.219
H  -4.835  -0.250  -2.285  0.572
H  -3.459  -0.179  -1.186  -0.289
H  -3.199  -0.260  -2.934  0.392
H  -5.087  2.299  -4.414  0.361
H  -3.350  2.255  -4.682  0.355
H  -4.119  3.723  -4.068  0.356
H  -2.082  3.729  -1.715  0.583
H  -1.389  2.226  -2.327  0.246
H  -0.016  4.037  -0.049  0.527
H  0.073  3.390  1.631  0.450
H  -1.327  4.434  3.826  0.363
H  -2.976  4.189  3.208  -0.006
H  -2.458  5.778  3.734  0.475
H  0.536  6.502  2.001  0.363
H  -0.820  7.607  1.823  0.372
H  -0.067  6.922  0.390  0.352
H  -3.683  4.639  0.298  0.007
H  -2.743  5.810  -0.650  0.365
H  -3.670  6.321  0.748  0.503

- Relative energy (zero: lowest compared OMol25 entry of this formula, charge and spin): 2.0 kcal per mole
- Total charge: +3
- HOMO (spin up / spin down): -0.5921 / -0.5921 Ha
- LUMO level (spin up / spin down): -10.490 / -10.491 eV
- Gap between HOMO and LUMO (spin up / spin down): 5.62 / 5.62 eV



(2)
# C34H49BN2O5S3SiV

A structure of composition C34H49BN2O5S3SiV (the ωB97M-V functional and the def2-TZVPD basis, the OMol25 dataset).

Last column: Mulliken charge in e.
Atoms and positions in Å:
V  -1.379  0.770  0.245  0.810
C  -4.282  0.828  1.562  -1.504
N  -3.253  -0.167  1.134  1.730
C  -3.783  -0.950  -0.017  -0.897
C  -3.870  -0.058  -1.234  -1.352
N  -2.509  0.432  -1.581  1.560
C  -1.760  -0.638  -2.279  -1.685
C  -2.595  1.658  -2.375  -0.885
C  -2.808  1.632  -3.743  -0.566
C  -2.922  2.832  -4.433  -0.922
C  -2.831  4.039  -3.753  -0.669
C  -2.616  4.058  -2.385  -0.932
C  -2.490  2.863  -1.686  1.465
S  -2.139  2.864  0.057  -0.496
C  -2.996  -1.077  2.255  -0.291
C  -4.033  -1.696  2.941  -0.682
C  -3.750  -2.555  3.990  -0.975
C  -2.433  -2.793  4.366  -0.774
C  -1.399  -2.171  3.690  -1.113
C  -1.683  -1.316  2.630  0.496
S  -0.356  -0.550  1.751  0.034
H  -5.247  0.335  1.694  0.427
H  -4.375  1.614  0.825  0.540
H  -3.956  1.270  2.498  0.251
H  -4.767  -1.357  0.235  0.644
H  -3.112  -1.795  -0.185  0.274
H  -4.499  0.810  -1.045  0.581
H  -4.298  -0.598  -2.084  0.471
H  -2.369  -1.086  -3.069  0.419
H  -1.476  -1.412  -1.566  -0.126
H  -0.852  -0.220  -2.695  0.514
H  -2.884  0.696  -4.280  0.418
H  -3.083  2.820  -5.502  0.438
H  -2.919  4.972  -4.294  0.424
H  -2.525  4.994  -1.851  0.504
H  -5.064  -1.520  2.666  0.370
H  -4.563  -3.035  4.517  0.437
H  -2.214  -3.457  5.190  0.469
H  -0.369  -2.334  3.979  0.601
O  0.131  2.419  2.374  -0.549
B  -0.986  1.626  2.164  2.405
O  -1.838  1.623  3.259  -0.513
C  -1.197  2.419  4.202  0.454
C  -1.607  2.729  5.475  -0.937
C  -0.756  3.558  6.207  -0.681
C  0.432  4.036  5.670  -0.547
C  0.831  3.711  4.374  -1.166
C  -0.016  2.892  3.666  0.562
H  -2.535  2.354  5.883  0.529
H  -1.031  3.833  7.216  0.418
H  1.064  4.678  6.268  0.416
H  1.750  4.082  3.943  0.543
C  5.077  -0.636  0.317  -1.520
C  3.788  -0.344  1.066  1.760
C  3.765  -1.026  2.423  -1.634
C  3.547  1.150  1.205  -1.524
O  2.693  -0.956  0.320  0.856
Si  1.944  -0.515  -1.034  -1.363
S  0.586  1.142  -0.548  -0.716
O  2.854  0.254  -2.102  0.389
C  3.150  0.252  -3.516  1.752
C  4.271  1.258  -3.702  -1.745
C  3.587  -1.141  -3.939  -1.334
C  1.892  0.686  -4.253  -1.422
O  1.125  -1.764  -1.658  0.473
C  1.125  -3.198  -1.390  1.821
C  2.555  -3.717  -1.405  -1.550
C  0.470  -3.473  -0.047  -1.208
C  0.322  -3.817  -2.524  -1.627
H  5.930  -0.261  0.884  0.527
H  5.076  -0.153  -0.662  0.072
H  5.203  -1.710  0.179  0.312
H  4.564  -0.637  3.055  0.450
H  3.905  -2.102  2.311  0.331
H  2.810  -0.847  2.918  0.199
H  4.354  1.596  1.788  0.627
H  2.602  1.347  1.714  0.245
H  3.529  1.641  0.230  0.152
H  5.156  0.951  -3.143  0.373
H  3.961  2.241  -3.347  0.375
H  4.539  1.335  -4.755  0.424
H  4.429  -1.474  -3.330  0.324
H  3.902  -1.131  -4.983  0.572
H  2.768  -1.852  -3.834  0.032
H  1.550  1.654  -3.886  0.323
H  1.097  -0.050  -4.106  0.107
H  2.083  0.767  -5.324  0.529
H  3.137  -3.268  -0.601  0.179
H  3.033  -3.495  -2.358  0.309
H  2.559  -4.799  -1.266  0.556
H  1.016  -2.980  0.756  0.013
H  0.462  -4.547  0.145  0.609
H  -0.562  -3.116  -0.037  0.020
H  0.785  -3.597  -3.486  0.334
H  -0.698  -3.432  -2.535  0.235
H  0.274  -4.900  -2.404  0.420

- Relative energy (zero: lowest compared OMol25 entry of this formula, charge and spin): 0.0 kcal per mole
- Total charge: +1
- HOMO: -0.3892 Ha
- LUMO level: -3.701 eV
- Gap between HOMO and LUMO: 6.89 eV



(3)
# C34H49FN2O6P2

An isolated molecule of C34H49FN2O6P2 (the ωB97M-V functional and the def2-TZVPD basis, the OMol25 dataset).

Last column: Mulliken charge in e.
Atoms and positions in Å:
C  3.838  -3.373  2.321  -0.628
C  5.124  -2.390  2.612  -0.141
O  6.356  -2.761  1.890  -0.406
P  6.366  -2.131  0.258  0.829
O  7.674  -2.698  -0.486  -0.770
C  6.539  -0.210  0.196  -0.663
C  5.950  0.460  -1.186  -0.385
C  4.922  1.747  -0.898  -0.634
C  3.440  1.239  -1.441  0.046
C  2.436  0.575  -0.281  -0.549
C  0.985  0.033  -0.824  0.266
C  0.478  0.075  -2.393  0.070
C  1.468  0.750  -3.512  0.200
P  0.979  0.912  -5.351  0.150
C  1.537  -0.602  -6.374  -0.838
C  1.887  2.533  -5.936  -0.902
C  2.936  1.311  -2.999  -0.208
C  -1.036  -0.554  -2.725  0.040
O  -1.293  -1.316  -3.810  -0.505
C  -2.189  -0.200  -1.566  0.219
C  -3.739  0.135  -1.981  -0.935
C  -4.786  0.472  -0.725  0.829
C  -6.361  0.754  -1.202  -0.995
C  -7.396  -0.447  -0.677  -0.210
C  -7.927  -1.349  -1.979  -0.346
N  -9.372  -0.989  -2.365  -0.652
C  -4.301  0.520  0.870  0.128
C  -5.433  0.867  2.003  -0.657
C  -6.186  2.312  1.816  -0.228
F  -7.666  2.019  1.901  -0.337
C  -2.715  0.180  1.280  0.028
C  -2.154  0.210  2.842  -0.294
C  -0.926  1.334  2.937  -0.233
N  -0.768  1.942  4.313  0.022
C  0.639  1.610  4.855  -0.421
C  0.719  0.045  5.389  -0.748
C  -0.669  3.458  4.040  0.454
C  -1.857  4.536  4.481  -0.934
O  0.392  4.015  3.396  -0.515
C  -1.677  -0.205  0.027  0.161
C  -0.077  -0.616  0.285  0.308
O  0.343  -1.427  1.260  -0.572
O  5.001  -2.753  -0.626  -0.112
C  5.380  -3.884  -1.503  -0.297
C  3.957  -4.656  -1.912  -0.808
H  4.123  -4.490  2.115  0.245
H  3.299  -2.958  1.350  0.072
H  3.036  -3.346  3.203  0.303
H  4.895  -1.243  2.390  0.065
H  5.346  -2.477  3.780  0.271
H  6.097  0.243  1.184  0.380
H  7.708  0.015  0.196  0.349
H  6.772  0.778  -1.964  0.379
H  5.323  -0.403  -1.723  0.164
H  5.301  2.676  -1.514  0.323
H  4.890  2.044  0.250  0.357
H  2.794  0.509  0.834  0.192
H  1.003  -1.582  -6.007  0.271
H  1.183  -0.431  -7.492  0.302
H  2.705  -0.669  -6.392  0.272
H  1.414  2.989  -6.910  0.330
H  1.815  3.331  -5.053  0.307
H  3.026  2.256  -6.037  0.212
H  3.663  1.787  -3.785  0.146
H  -4.099  0.112  -3.099  0.263
H  -6.743  1.826  -0.901  0.218
H  -6.417  0.711  -2.385  0.412
H  -8.340  0.138  -0.250  0.171
H  -6.880  -1.124  0.146  0.228
H  -7.937  -2.494  -1.678  0.257
H  -7.194  -1.257  -2.913  0.209
H  -9.899  -0.775  -1.473  0.238
H  -9.867  -1.817  -2.773  0.251
H  -5.055  0.818  3.115  0.243
H  -6.264  0.014  1.913  0.203
H  -5.969  3.056  2.701  0.232
H  -5.918  2.881  0.821  0.257
H  -1.744  -0.854  3.176  0.304
H  -2.953  0.550  3.626  0.154
H  -0.978  2.123  2.059  0.327
H  0.069  0.709  2.735  -0.186
H  0.925  2.334  5.743  0.403
H  1.480  1.733  4.045  0.282
H  1.573  -0.117  6.176  0.341
H  0.932  -0.624  4.436  0.099
H  -0.368  -0.191  5.823  0.234
H  -1.370  5.412  5.129  0.322
H  -2.643  3.906  5.088  0.265
H  -2.284  4.956  3.453  0.252
H  5.811  -3.471  -2.518  0.247
H  6.060  -4.689  -0.987  0.298
H  3.124  -3.818  -1.862  0.148
H  4.008  -5.161  -2.967  0.310
H  3.727  -5.401  -1.026  0.250

- HOMO: -0.2954 Ha
- LUMO level: -1.530 eV
- Gap between HOMO and LUMO: 6.51 eV



(4)
# C34H50As3ClN7O5S2Tl

A structure of composition C34H50As3ClN7O5S2Tl (the ωB97M-V functional and the def2-TZVPD basis, the OMol25 dataset).

Last column: Mulliken charge in e.
Atoms and positions in Å:
Tl  0.184  -0.587  0.160  1.027
C  3.949  1.483  -0.270  -1.582
As  2.346  0.776  -1.094  1.337
C  3.112  -0.441  -2.386  -1.205
C  1.864  2.244  -2.312  -1.840
C  0.811  3.282  -1.884  3.193
C  0.828  3.513  -0.364  -0.915
C  -0.575  2.797  -2.328  -2.535
As  -1.448  1.373  -1.299  1.231
C  -2.588  2.398  -0.104  -1.424
C  -2.788  0.920  -2.621  -1.277
C  1.078  4.595  -2.650  -2.110
As  2.507  5.917  -2.257  0.304
C  3.990  4.845  -1.547  -0.955
C  1.861  6.621  -0.547  -1.028
H  4.501  2.002  -1.049  0.511
H  4.521  0.649  0.113  0.631
H  3.716  2.173  0.539  0.300
H  3.730  0.138  -3.067  0.520
H  2.325  -0.945  -2.948  0.234
H  3.718  -1.183  -1.869  0.363
H  1.570  1.756  -3.242  0.445
H  2.818  2.737  -2.501  0.664
H  0.535  2.607  0.164  -0.782
H  0.130  4.306  -0.081  0.609
H  1.823  3.804  -0.019  0.037
H  -0.539  2.420  -3.352  0.606
H  -1.300  3.610  -2.309  0.732
H  -3.141  3.117  -0.705  0.563
H  -2.011  2.922  0.656  0.329
H  -3.296  1.724  0.381  0.427
H  -3.167  1.855  -3.028  0.654
H  -3.597  0.372  -2.144  0.521
H  -2.364  0.319  -3.422  0.042
H  0.187  5.225  -2.598  0.610
H  1.210  4.361  -3.709  0.454
H  4.442  4.243  -2.337  0.312
H  3.710  4.211  -0.705  0.070
H  4.742  5.556  -1.205  0.507
H  0.823  6.943  -0.652  0.319
H  2.456  7.504  -0.311  0.414
H  1.944  5.917  0.281  0.244
O  -5.546  -4.773  0.785  -0.459
C  -4.287  -4.380  0.727  0.343
O  -3.477  -4.857  1.485  -0.591
C  -3.888  -3.371  -0.292  -0.620
C  -3.950  -3.472  -1.655  0.593
Cl  -4.645  -4.715  -2.574  -0.155
N  -3.260  -2.424  -2.172  0.335
N  -2.736  -1.664  -1.187  0.457
C  -3.101  -2.227  -0.063  -0.017
C  -2.717  -1.695  1.292  -0.074
O  -3.592  -1.621  2.127  -0.636
O  -1.442  -1.396  1.539  0.060
C  -3.003  -2.080  -3.548  0.058
C  -4.029  -2.081  -4.479  -0.467
C  -3.753  -1.736  -5.796  -0.838
C  -2.466  -1.374  -6.172  -0.620
C  -1.451  -1.349  -5.222  -0.449
C  -1.717  -1.704  -3.908  -0.019
H  -6.106  -4.285  0.173  0.396
H  -5.040  -2.324  -4.181  0.507
H  -4.553  -1.744  -6.531  0.408
H  -2.251  -1.113  -7.202  0.422
H  -0.445  -1.069  -5.517  0.426
H  -0.932  -1.707  -3.163  0.341
C  -0.286  2.518  4.438  -0.723
C  0.918  2.415  3.750  -1.224
C  0.927  1.759  2.536  0.169
N  -0.173  1.216  1.989  0.832
C  -1.330  1.322  2.659  -0.386
C  -1.427  1.966  3.881  -1.305
H  -0.329  3.030  5.394  0.445
H  1.832  2.839  4.147  0.584
H  1.847  1.663  1.962  0.304
H  -2.201  0.861  2.213  0.493
H  -2.386  2.026  4.382  0.556
C  2.527  -1.866  5.534  -0.978
N  2.412  -1.647  4.099  0.272
C  3.564  -1.571  3.221  -0.484
C  2.908  -1.275  1.883  -0.376
O  3.494  -1.123  0.829  -0.594
N  1.545  -1.228  2.061  0.886
C  1.301  -1.468  3.378  -0.749
N  0.074  -1.530  3.870  0.282
H  3.159  -2.730  5.730  0.307
H  1.551  -2.054  5.975  0.329
H  2.965  -0.998  6.025  0.315
H  4.097  -2.522  3.177  0.355
H  4.269  -0.791  3.512  0.369
H  -0.708  -1.417  3.219  -0.378
H  -0.098  -1.650  4.851  0.179
S  0.464  -3.208  -0.594  -0.284
C  0.525  -4.149  0.845  0.493
N  -0.510  -4.689  1.404  0.090
C  -0.300  -5.512  2.605  -0.679
C  1.177  -5.903  2.618  -0.577
S  2.014  -4.647  1.589  -0.030
H  -1.481  -4.473  1.151  0.059
H  -0.943  -6.385  2.564  0.416
H  -0.582  -4.931  3.483  0.269
H  1.352  -6.871  2.160  0.421
H  1.603  -5.896  3.617  0.388

- Relative energy (zero: lowest compared OMol25 entry of this formula, charge and spin): 20.9 kcal per mole
- Total charge: +2
- HOMO: -0.4604 Ha
- LUMO level: -6.553 eV
- Gap between HOMO and LUMO: 5.98 eV



The maximum force results, record by record, are as follows: 1.1 0.6 8.7 1.1 eV/A.